This record from OMol25 describes a single C4H8S molecule. The level of theory is ωB97M-V/def2-TZVPD.

Each line ends with the natural charge from an NBO analysis.
Element x y z (Å)
C (-0.0208, 2.1168, 0.2881)  -0.64
C (-0.3122, 0.7521, -0.2940)  -0.19
C (0.4269, -0.3417, -0.0015)  -0.21
C (-0.0418, -1.5097, -0.5970)  -0.54
H (1.1347, 2.0794, 0.7597)  0.21
H (-0.0373, 3.1420, -0.4320)  0.22
H (-0.6116, 2.5225, 1.0571)  0.22
H (-0.9506, 0.4266, -1.1899)  0.19
H (1.3229, -0.2226, 0.8090)  0.22
H (-0.7820, -1.0581, -1.3437)  0.23
H (0.8381, -2.1851, -0.9445)  0.23
H (0.0364, -3.0869, 1.3604)  0.13
S (-1.0027, -2.6351, 0.5282)  -0.07

Values from the calculation:
SMILES	C/C=C/CS
energy above the lowest of the compared OMol25 structures with the same formula, charge and spin	54.27	kcal/mol
highest occupied orbital energy	-8.956	eV
LUMO	1.0	eV
Kohn-Sham gap	9.93	eV
total charge	0
maximum force	6.1	eV Å⁻¹

This record from OMol25 describes a single C4H8S2 molecule. The level of theory is ωB97M-V/def2-TZVPD.

Each line ends with the natural charge from an NBO analysis.
Element x y z (Å)
C (-0.2004, 1.2258, 0.8640)  -0.63
C (-0.7756, 0.0998, 0.0684)  -0.30
C (-0.5607, 0.1437, -1.4380)  -0.62
C (1.4287, -1.6228, 0.5011)  -0.48
H (-0.4695, 1.0428, 1.8922)  0.23
H (0.8633, 1.3987, 0.6910)  0.21
H (-0.7931, 2.1353, 0.5966)  0.21
H (-1.8674, 0.1535, 0.3540)  0.22
H (-1.1410, 1.0011, -1.7632)  0.21
H (-0.9023, -0.7385, -1.8716)  0.22
H (0.5141, 0.3498, -1.6248)  0.21
H (1.7940, -0.7743, 0.0969)  0.17
S (-0.3008, -1.5749, 0.7593)  0.30
S (2.4106, -2.8399, 0.8742)  0.03

Values from the calculation:
SMILES	CC(C)SC=S
energy above the lowest of the compared OMol25 structures with the same formula, charge and spin	23.87	kcal/mol
highest occupied orbital energy	-8.614	eV
LUMO	0.0	eV
Kohn-Sham gap	8.58	eV
total charge	0
maximum force	3.4	eV Å⁻¹

This record from OMol25 describes a single C4H8S2 molecule. The level of theory is ωB97M-V/def2-TZVPD.

Each line ends with the natural charge from an NBO analysis.
Element x y z (Å)
C (-1.1247, 1.6544, -0.6038)  -0.66
C (-0.9057, 0.1979, -1.0164)  -0.40
C (-0.2684, -0.6405, 0.2178)  -0.62
C (2.2406, -1.5900, 1.1129)  -0.37
H (-0.3344, 2.2386, -0.2793)  0.22
H (-1.7475, 2.4006, -1.1083)  0.23
H (-1.4314, 1.6506, 0.4442)  0.20
H (-0.1009, 0.0946, -1.9895)  0.21
H (-1.8909, -0.1490, -1.4016)  0.23
H (-0.5338, -1.7888, 0.2827)  0.24
H (-0.8158, -0.1583, 1.0302)  0.22
H (1.6261, -2.3891, 1.3524)  0.18
S (1.3943, -0.2415, 0.2470)  0.38
S (3.8925, -1.2795, 1.7116)  -0.07

Values from the calculation:
SMILES	CCCSC=S
energy above the lowest of the compared OMol25 structures with the same formula, charge and spin	69.04	kcal/mol
highest occupied orbital energy	-8.656	eV
LUMO	-0.7	eV
Kohn-Sham gap	7.95	eV
total charge	0
maximum force	6.2	eV Å⁻¹

This record from OMol25 describes a single C4H8S2Si molecule. The level of theory is ωB97M-V/def2-TZVPD.

Each line ends with the natural charge from an NBO analysis.
Element x y z (Å)
C (2.5664, 0.5502, 0.1565)  -0.20
C (2.4006, -0.7491, 0.1010)  -0.41
C (-1.3821, 0.0318, 1.5492)  -1.11
C (-1.5561, 0.0396, -1.6685)  -1.11
Si (-0.4594, 0.1045, -0.1181)  1.31
S (0.9024, 1.7620, -0.1472)  -0.30
S (0.9124, -1.6079, -0.1791)  -0.12
H (3.4333, 1.1480, 0.3340)  0.22
H (3.2347, -1.4195, 0.2431)  0.24
H (-0.6839, -0.1300, 2.3691)  0.25
H (-1.9070, 0.9615, 1.7539)  0.24
H (-2.1078, -0.7723, 1.5739)  0.24
H (-1.0542, -0.4647, -2.4900)  0.26
H (-2.4824, -0.4913, -1.4706)  0.24
H (-1.8168, 1.0372, -2.0071)  0.25

Values from the calculation:
SMILES	C[Si]1(C)SC=CS1
energy above the lowest of the compared OMol25 structures with the same formula, charge and spin	16.67	kcal/mol
highest occupied orbital energy	-8.387	eV
LUMO	0.5	eV
Kohn-Sham gap	8.93	eV
total charge	0
maximum force	3.6	eV Å⁻¹